# 1
Computed, not measured: C6H18FO3Pb as an isolated structure, with wB97M-V/def2-TZVPD.

The value obtained for the energy relative to the best compared isomer or geometry (same formula, charge and spin) is 19.35 kcal per mole. For the HOMO energy, the calculation gives -12.04 eV. The total charge is +1. Its frontier orbital gap is 0.1311 hartree.

Geometry (Å):
Pb  1.72  -2.09  -2.59
F  0.29  -0.52  -1.12
C  -2.03  -2.65  2.52
C  -1.39  -2.35  1.17
O  -0.05  -1.95  1.30
H  -2.02  -1.76  3.15
H  -1.35  -3.33  3.03
H  -3.05  -3.03  2.41
H  -1.95  -1.60  0.61
H  -1.44  -3.29  0.63
H  0.15  -1.37  0.56
C  -2.17  1.78  -2.57
C  -2.25  1.58  -1.09
O  -2.35  0.20  -1.00
H  -2.05  2.83  -2.83
H  -3.01  1.35  -3.13
H  -1.21  1.42  -2.93
H  -3.12  2.03  -0.60
H  -1.37  1.78  -0.48
H  -1.46  -0.16  -1.02
C  4.14  1.75  0.93
C  3.18  0.86  0.18
O  1.89  1.46  0.04
H  5.08  1.20  0.95
H  3.70  1.77  1.92
H  4.27  2.74  0.49
H  3.06  -0.09  0.69
H  3.50  0.59  -0.83
H  1.28  0.85  -0.38

=====

# 2
Computed, not measured: a 4-piece molecular cluster, C6H18FO3S3 overall, with wB97M-V/def2-TZVPD.

The value obtained for the energy relative to the best compared isomer or geometry (same formula, charge and spin) is 14.85 kcal per mole. For the HOMO energy, the calculation gives -4.12 eV. The total charge is -1. Its frontier orbital gap is 0.2513 hartree.

Geometry (Å):
F  0.44  -0.72  -1.22
C  1.93  -1.55  1.79
S  3.68  -1.83  1.39
O  3.78  -2.04  -0.07
C  4.16  -0.12  1.67
H  1.39  -2.46  1.54
H  1.57  -0.70  1.22
H  1.89  -1.40  2.87
H  3.88  0.15  2.69
H  3.61  0.48  0.95
H  5.22  0.04  1.49
C  -3.71  -1.67  2.50
S  -1.98  -1.30  2.11
O  -1.60  -2.36  1.16
C  -2.26  0.14  1.06
H  -4.20  -0.88  3.08
H  -3.75  -2.59  3.07
H  -4.19  -1.75  1.52
H  -2.83  0.92  1.57
H  -2.79  -0.26  0.18
H  -1.27  0.45  0.72
C  -1.26  1.05  -3.15
S  -0.90  2.73  -3.61
O  -1.41  3.59  -2.49
C  0.85  2.55  -3.28
H  -0.78  0.38  -3.87
H  -2.33  0.85  -3.11
H  -0.79  0.85  -2.18
H  1.41  3.47  -3.37
H  1.27  1.82  -3.97
H  0.97  2.14  -2.27

=====

# 3
Computed, not measured: a 4-piece molecular cluster, C6H18FO6 overall, with wB97M-V/def2-TZVPD.

The value obtained for the energy relative to the best compared isomer or geometry (same formula, charge and spin) is 0.00 kcal per mole. For the HOMO energy, the calculation gives -6.32 eV. The total charge is -1. Its frontier orbital gap is 0.3675 hartree.

Geometry (Å):
F  0.14  -0.31  0.04
C  1.46  1.95  2.13
C  0.03  2.45  2.00
O  -0.93  1.44  1.98
O  2.00  1.45  0.92
H  1.52  1.18  2.91
H  2.12  2.77  2.45
H  -0.04  3.09  1.11
H  -0.17  3.10  2.87
H  -0.66  0.78  1.31
H  1.36  0.75  0.64
C  0.33  -3.43  -0.50
C  1.06  -3.24  0.82
O  1.95  -2.15  0.81
O  -0.79  -2.57  -0.63
H  -0.03  -4.46  -0.55
H  1.04  -3.27  -1.32
H  1.61  -4.15  1.05
H  0.29  -3.12  1.60
H  1.41  -1.38  0.56
H  -0.49  -1.67  -0.41
C  -0.92  1.75  -2.30
C  -2.12  0.84  -2.19
O  -2.37  0.43  -0.84
O  0.30  1.06  -2.36
H  -0.95  2.46  -1.45
H  -1.01  2.37  -3.20
H  -1.94  -0.03  -2.83
H  -3.03  1.35  -2.54
H  -1.54  -0.01  -0.55
H  0.38  0.53  -1.54

=====

Which of these has the highest frontier orbital gap?
C6H18FO6